Record 1
Computed, not measured: a cluster of 2 separate species, H4OS in total in a non-equilibrium geometry, with ωB97M-V with the def2-TZVPD basis set.

frontier orbital gap	10.15	eV
lowest unoccupied orbital energy	0.60	eV
HOMO level	-9.547	eV

ORCA input file:
```
! RIJCOSX wB97M-V def2-TZVPD def2/J DEFGRID3
* xyz 0 1
O -1.2258 -0.4803 -0.3233
H -0.7125 -1.2037 0.1027
H -2.1663 -0.6981 -0.1329
S 1.7921 1.1761 0.3659
H 1.3991 -0.0828 0.6352
H 0.9135 1.2888 -0.6476
*
```



Record 2
Computed, not measured: a structure of composition C33H31F6IrP3S2Sb in a non-equilibrium geometry, with ωB97M-V with the def2-TZVPD basis set.

frontier orbital gap (spin up / spin down)	6.08 / 2.76	eV
lowest unoccupied orbital energy (spin up / spin down)	-6.49 / -11.22	eV
HOMO level (spin up / spin down)	-12.570 / -13.986	eV

ORCA input file:
```
! RIJCOSX wB97M-V def2-TZVPD def2/J DEFGRID3
* xyz 2 5
Ir -0.1328 1.8027 1.0330
S -2.3370 1.4564 1.7353
P -2.2271 -0.2578 0.5780
C -0.6005 0.1341 0.0601
P 0.2780 0.2469 -1.4523
S 0.8942 2.1757 -1.0367
C -0.6835 0.1824 -2.9916
C -1.1152 1.3800 -3.6247
C -1.8677 1.3124 -4.7691
C -2.2259 0.0619 -5.2860
C -1.8049 -1.1342 -4.6596
C -1.0251 -1.0758 -3.5334
C 1.5455 -1.0035 -1.5579
C 1.5018 -2.1144 -0.7218
C 2.4366 -3.1240 -0.8831
C 3.4160 -3.0126 -1.8608
C 3.4724 -1.8918 -2.6824
C 2.5291 -0.8889 -2.5445
C -3.4469 -0.2638 -0.7389
C -3.4644 0.8487 -1.6012
C -4.4016 0.9249 -2.6143
C -5.3271 -0.0962 -2.7709
C -5.3299 -1.1907 -1.8998
C -4.3961 -1.2737 -0.8789
C -2.2770 -1.7709 1.5383
C -1.9969 -2.9777 0.8904
C -1.9680 -4.1540 1.6163
C -2.2259 -4.1315 2.9825
C -2.5082 -2.9353 3.6242
C -2.5292 -1.7489 2.9055
H -0.8342 2.3423 -3.2126
H -2.1771 2.2190 -5.2704
H -2.8231 0.0090 -6.1875
H -2.0767 -2.0916 -5.0821
H -0.6645 -1.9874 -3.0730
H 0.7320 -2.1991 0.0380
H 2.4029 -3.9973 -0.2460
H 4.1427 -3.8044 -1.9853
H 4.2440 -1.8072 -3.4347
H 2.5623 -0.0228 -3.1963
H -2.7718 1.6696 -1.4430
H -4.4292 1.7878 -3.2651
H -6.0666 -0.0349 -3.5581
H -6.0700 -1.9706 -2.0131
H -4.4145 -2.1157 -0.1999
H -1.8108 -3.0020 -0.1787
H -1.7578 -5.0910 1.1194
H -2.2164 -5.0546 3.5453
H -2.7212 -2.9251 4.6839
H -2.7571 -0.8158 3.4057
F 0.0511 3.7051 1.7741
Sb 0.7931 5.7052 1.8325
F 0.9476 5.2846 3.6635
F 2.4596 4.8298 1.5604
F 1.4629 7.4316 1.8711
F 0.5260 5.5520 -0.0333
F -1.0217 6.1057 2.0571
C 1.0105 -0.6859 3.2904
P 1.4932 0.9532 2.6860
C 1.5401 2.0404 4.1285
C 3.1341 0.8508 1.9622
C 3.7300 -0.3788 1.6938
C 4.9910 -0.4231 1.1187
C 5.6577 0.7540 0.8110
C 5.0700 1.9809 1.0862
C 3.8110 2.0362 1.6607
H 0.8860 -1.3800 2.4593
H 0.0597 -0.5956 3.8144
H 1.7586 -1.0769 3.9822
H 2.2451 1.6352 4.8573
H 0.5487 2.1120 4.5747
H 1.8599 3.0407 3.8363
H 3.2373 -1.3045 1.9623
H 5.4659 -1.3779 0.9394
H 6.6472 0.7173 0.3768
H 5.5968 2.8981 0.8639
H 3.3632 3.0013 1.8682
*
```



Record 3
Computed, not measured: a structure of composition C48H23F15GeN7ReS in a non-equilibrium geometry, with ωB97M-V with the def2-TZVPD basis set.

frontier orbital gap (spin up / spin down)	6.57 / 6.18	eV
lowest unoccupied orbital energy (spin up / spin down)	-4.09 / -4.77	eV
HOMO level (spin up / spin down)	-10.659 / -10.957	eV

ORCA input file:
```
! RIJCOSX wB97M-V def2-TZVPD def2/J DEFGRID3
* xyz 1 4
Re 11.5372 14.8620 10.4639
C 10.7985 16.4966 6.4608
C 11.6985 17.5694 6.3781
C 12.6966 17.6836 7.2993
C 12.8661 16.7227 8.3536
N 11.8591 15.7610 8.5303
C 10.9730 15.6086 7.4921
N 13.9970 16.7955 9.0607
C 14.3502 16.0552 10.0742
N 13.4485 15.3372 10.8972
C 14.1317 14.9508 12.0589
N 13.5958 14.3329 13.0642
C 12.3444 13.9450 13.2882
C 12.0428 13.5271 14.6394
C 10.8185 12.9510 14.8948
C 9.8788 12.7730 13.8384
C 10.2229 13.2264 12.6165
N 11.3891 13.9005 12.3028
C 15.4887 15.3480 11.9316
C 16.5438 15.1573 12.7921
C 17.7825 15.7388 12.5075
C 17.9207 16.4202 11.2782
C 16.8928 16.4832 10.3087
C 15.6318 15.9907 10.6858
H 10.0182 16.3655 5.7367
H 11.5218 18.3699 5.6519
H 13.4681 18.4706 7.1989
H 10.4317 14.6462 7.5260
H 12.7754 13.6705 15.3944
H 10.5349 12.5947 15.8951
H 8.9472 12.2355 14.0157
H 9.6252 12.9690 11.7261
H 16.4011 14.5531 13.6839
H 18.5913 15.7549 13.2196
H 18.8628 17.0194 11.1381
H 16.9915 16.9580 9.3388
C 11.4901 17.8834 11.6497
N 10.7825 16.6456 11.2626
C 9.4299 16.6632 11.4230
C 8.7112 15.6855 10.7706
C 7.3562 15.4210 10.5018
C 7.3420 14.3090 9.6526
C 8.6159 13.8400 9.4595
N 9.5132 14.7370 10.0809
C 12.2040 17.8507 12.9882
C 11.7934 17.1054 14.1502
C 12.5387 17.1918 15.2987
C 13.5966 18.1113 15.4012
C 13.9793 18.8350 14.2670
C 13.2569 18.7450 13.0990
H 10.7317 18.6748 11.7138
H 12.2696 18.1197 10.9604
H 8.8936 17.4195 11.9962
H 6.5959 16.1411 10.8331
H 6.4465 13.7935 9.3043
H 8.8905 12.9051 8.9533
H 10.8926 16.4999 14.1361
H 12.1491 16.6700 16.1731
H 14.0611 18.3879 16.3301
H 14.7074 19.6287 14.3384
H 13.4947 19.4424 12.2923
F 14.1937 8.8931 12.3003
C 12.9570 9.3220 12.5316
C 12.2503 10.0508 11.5653
C 10.8656 10.0839 11.7319
F 10.0448 10.5312 10.7340
C 10.2567 9.6727 12.8910
F 8.8782 9.5779 13.0459
C 11.0198 9.1237 13.9508
F 10.4026 8.7694 15.0869
C 12.3604 8.9171 13.7417
F 13.0345 8.2680 14.7283
Ge 12.9339 10.8364 9.8547
S 12.3567 13.0769 9.4512
C 12.3450 9.5574 8.4416
C 12.8309 8.2516 8.3222
F 13.7204 7.7588 9.2117
C 12.4546 7.3280 7.3034
F 12.8741 6.0499 7.2775
C 11.4708 7.7683 6.3828
F 10.9923 6.9606 5.4044
C 11.1003 9.1163 6.3788
F 10.5828 9.6038 5.2699
C 11.4787 9.9614 7.4140
F 10.8927 11.1922 7.4548
C 14.9514 11.0396 9.7932
C 15.6240 10.8422 8.5875
F 14.9689 10.4131 7.4776
C 17.0166 10.9750 8.4658
F 17.6382 10.6982 7.3207
C 17.7588 11.3629 9.5873
F 19.1112 11.4182 9.5277
C 17.0729 11.7119 10.7497
F 17.7326 12.2617 11.7864
C 15.6878 11.5688 10.8308
F 15.1630 11.8849 12.0362
*
```



Record 4
Computed, not measured: a structure of composition C6H10O, with ωB97M-V with the def2-TZVPD basis set.

frontier orbital gap	9.65	eV
lowest unoccupied orbital energy	1.04	eV
HOMO level	-8.612	eV

ORCA input file:
```
! RIJCOSX wB97M-V def2-TZVPD def2/J DEFGRID3
* xyz 0 1
C 2.1588 0.3796 -0.2237
C 0.8980 -0.0319 -0.2891
C -0.5959 -1.5734 0.5466
C -0.9661 -1.0297 -0.8451
C -1.4356 0.2567 -0.1457
C -0.1990 -0.0768 0.7394
O 0.3239 -0.6471 -1.3803
H 2.8380 0.2524 -1.0593
H 2.5313 0.8311 0.6892
H 0.7780 2.6155 0.1081
H -1.4546 -1.8756 1.1496
H 0.2098 -2.3113 0.5853
H -1.5268 -1.5739 -1.6042
H -2.3775 0.1289 0.3951
H -1.4320 1.1824 -0.7283
H 0.2595 3.0919 0.3527
H -0.0098 0.3813 1.7097
*
```



Record 5
Computed, not measured: a structure of composition C35H44As3N2NiO3 in a non-equilibrium geometry, with ωB97M-V with the def2-TZVPD basis set.

frontier orbital gap (spin up / spin down)	6.72 / 6.70	eV
lowest unoccupied orbital energy (spin up / spin down)	2.48 / 2.47	eV
HOMO level (spin up / spin down)	-4.240 / -4.235	eV

ORCA input file:
```
! RIJCOSX wB97M-V def2-TZVPD def2/J DEFGRID3
* xyz -1 3
Ni -1.1792 -0.2637 -0.2026
O -4.8495 1.6631 2.7014
C -4.9896 2.5112 1.6730
C -5.7255 3.6824 1.8638
C -5.8897 4.5931 0.8377
C -5.3241 4.3526 -0.4063
C -4.5888 3.1994 -0.6043
C -4.4092 2.2715 0.4148
C -3.5399 1.0953 0.1804
O -2.7500 1.0837 -0.8027
N -3.6420 0.1076 1.0661
N -2.7953 -0.9108 0.7953
C -2.8769 -2.0357 1.4184
C -2.2258 -3.2259 0.9565
C -2.2832 -4.3877 1.7311
C -1.8721 -5.6083 1.2464
C -1.4288 -5.6895 -0.0721
C -1.3347 -4.5689 -0.8549
C -1.6713 -3.2715 -0.3744
O -1.4908 -2.2458 -1.1080
H -4.3262 0.8834 2.3459
H -6.1532 3.8650 2.8377
H -6.4637 5.4947 1.0064
H -5.4494 5.0680 -1.2072
H -4.1279 2.9866 -1.5591
H -3.5556 -2.1280 2.2705
H -2.6778 -4.3143 2.7380
H -1.9109 -6.4965 1.8657
H -1.1416 -6.6531 -0.4780
H -0.9722 -4.6441 -1.8727
C 0.6471 -0.5854 -3.9599
As 0.0642 0.3278 -2.2899
C -0.6462 1.9064 -3.2461
C 1.8025 1.1781 -1.7971
C 2.9017 0.4019 -1.0678
C 4.0341 1.4083 -0.7914
C 2.4760 -0.1575 0.2994
As 0.9485 -1.4090 0.5782
C 1.5460 -3.0406 -0.3507
C 1.5864 -2.0074 2.3596
C 3.4371 -0.7186 -1.9559
As 4.2952 -0.1725 -3.6573
C 6.1854 -0.2182 -3.0614
C 4.3241 -1.9931 -4.4201
H 1.0377 -1.5819 -3.7696
H 1.4079 0.0073 -4.4750
H -0.2226 -0.6959 -4.6070
H 0.1362 2.6389 -3.4484
H -1.4246 2.3647 -2.6410
H -1.1022 1.5940 -4.1844
H 1.5236 2.0294 -1.1696
H 2.2420 1.5700 -2.7269
H 3.6841 2.2111 -0.1432
H 4.3764 1.8520 -1.7314
H 4.8794 0.9220 -0.3019
H 2.2199 0.6890 0.9494
H 3.3507 -0.6454 0.7488
H 2.6297 -3.1472 -0.3365
H 1.1762 -3.0508 -1.3744
H 1.0885 -3.8811 0.1715
H 2.5814 -2.4495 2.3046
H 0.8915 -2.7592 2.7328
H 1.6008 -1.1760 3.0606
H 2.6044 -1.3733 -2.2196
H 4.1651 -1.3147 -1.3932
H 6.4453 0.6849 -2.5120
H 6.8507 -0.2846 -3.9232
H 6.3694 -1.0802 -2.4214
H 3.3410 -2.2653 -4.8000
H 4.6183 -2.7165 -3.6606
H 5.0324 -2.0487 -5.2471
C -0.0356 1.1621 5.3452
C -0.5156 0.0353 4.6623
C -0.7291 0.0827 3.3113
C -0.4690 1.2494 2.5578
C -0.6733 1.2950 1.1453
C -0.4603 2.5122 0.5278
C 0.0029 3.6435 1.2151
C 0.2461 3.5901 2.5579
C 0.0002 2.3967 3.2647
C 0.2106 2.3155 4.6562
H 0.1397 1.1098 6.4140
H -0.7295 -0.8693 5.2161
H -1.1230 -0.7827 2.7922
H -0.6786 2.6240 -0.5302
H 0.1644 4.5620 0.6626
H 0.6227 4.4509 3.0973
H 0.5674 3.1963 5.1765
*
```



Record 6
Computed, not measured: the molecule C8H9O2PS in a non-equilibrium geometry, with ωB97M-V with the def2-TZVPD basis set.

frontier orbital gap	9.54	eV
lowest unoccupied orbital energy	0.19	eV
HOMO level	-9.349	eV

ORCA input file:
```
! RIJCOSX wB97M-V def2-TZVPD def2/J DEFGRID3
* xyz 0 1
C -0.0950 2.9857 1.2414
C 0.6959 2.9646 0.1204
C -0.8633 1.8874 1.5855
C 0.6330 1.7400 -0.7017
C -0.9033 0.6839 0.8035
C -0.1700 0.6856 -0.3711
C 0.9042 -2.3475 0.0290
C -0.4380 -3.0973 -0.3092
O 1.1546 -1.5981 -1.0784
O -1.3644 -2.0522 -0.5526
P -0.1277 -0.6982 -1.5344
S -0.3093 -0.1708 -3.3811
H -0.1923 3.9256 1.7209
H 1.3406 3.7690 -0.1908
H -1.2900 1.9456 2.5318
H 1.0306 1.6380 -1.7182
H -1.3330 -0.2307 1.2269
H 0.6427 -1.6103 0.8954
H 1.6570 -3.0762 0.3536
H -0.2487 -3.5909 -1.2408
H -0.7236 -3.7530 0.5701
*
```



Listing relative energy (zero: lowest compared OMol25 entry of this formula, charge and spin) for the structures above in their given order: 2.50; 37.69; 0.00; 54.47; 7.80; 24.20 kcal/mol.